Molecular formula: C2H4ClOP
Method: DFT, wB97M-V/def2-TZVPD

Properties
HOMO-LUMO gap ... 0.3275 Ha
SMILES ... C=CCl.O=P
Charge ... 0
Energy relative to the best compared isomer or geometry (same formula, charge and spin) ... 47.29 kcal per mole
HOMO ... -9.5 eV

Cartesian coordinates (Å):
C1 -0.666 0.589 1.271
C2 0.237 -0.333 1.545
Cl1 1.063 -1.150 0.257
H1 -0.923 0.860 0.260
H2 -1.202 1.096 2.057
H3 0.532 -0.638 2.532
O1 -0.837 -0.331 -2.852
P1 0.576 -0.666 -2.765
H4 1.220 0.572 -2.305


Molecular formula: C2H4CoLiO2
Method: DFT, wB97M-V/def2-TZVPD

Properties
HOMO-LUMO gap (alpha / beta) ... 0.3045 / 0.2979 Ha
Charge ... +1
Energy relative to the best compared isomer or geometry (same formula, charge and spin) ... 49.33 kcal per mole
Multiplicity ... 4
Expectation value of S² ... 3.774
HOMO (alpha / beta) ... -12.9 / -12.9 eV

Cartesian coordinates (Å):
O1 -0.038 -1.187 -0.786
C1 0.780 1.303 -0.677
C2 -0.482 2.032 -0.940
O2 -0.570 1.294 0.276
Li1 0.361 -2.672 -1.566
Co1 -1.178 -0.458 0.321
H1 1.555 0.706 -0.186
H2 1.584 1.944 -1.062
H3 -1.049 1.772 -1.840
H4 -0.455 3.112 -0.764